[1]
Here is a molecular structure, C23H32ClN6O9P2SSeSm in a non-equilibrium geometry from the Open Molecules 2025 dataset. Energies are from ωB97M-V/def2-TZVPD.

Each line ends with the Löwdin charge.
CARTESIAN COORDINATES (ANGSTROEM)
Sm: 0.08 -0.07 -0.03  1.44
S: -0.95 -3.67 3.40  0.93
C: 0.18 -4.33 2.30  -0.46
C: 0.57 -3.41 1.38  -0.23
C: -0.01 -2.11 1.52  -0.26
C: -0.87 -2.12 2.59  -0.56
C: -1.76 -1.03 2.98  -0.31
C: -2.77 -1.20 3.94  -0.06
C: -3.62 -0.17 4.24  -0.10
C: -3.47 1.04 3.58  -0.09
C: -2.45 1.13 2.65  -0.14
N: -1.60 0.14 2.35  0.08
H: 0.48 -5.37 2.38  0.04
H: 1.26 -3.68 0.58  0.07
H: -2.87 -2.16 4.42  0.07
H: -4.41 -0.30 4.98  0.09
H: -4.12 1.88 3.76  0.09
H: -2.32 2.05 2.10  0.08
C: 4.97 -2.23 -2.28  -0.08
C: 3.72 -2.01 -1.45  -0.58
O: 3.64 -3.03 -0.43  -0.07
P: 2.18 -2.19 -2.43  0.49
O: 2.23 -3.72 -2.93  -0.11
O: 2.31 -1.38 -3.78  -0.11
O: 0.94 -1.89 -1.67  -0.35
P: 3.67 -0.36 -0.60  0.32
O: 3.34 0.61 -1.83  -0.17
O: 4.98 0.04 -0.03  -0.30
O: 2.47 -0.58 0.32  -0.45
H: 4.98 -3.23 -2.72  0.08
H: 5.84 -2.12 -1.62  0.08
H: 5.04 -1.49 -3.07  0.08
H: 3.10 -2.66 0.27  0.06
H: 1.34 -4.09 -2.86  0.09
H: 1.78 -0.57 -3.75  0.05
H: 2.43 0.94 -1.92  0.01
C: 4.02 3.51 -0.29  -0.03
O: 3.61 3.08 1.02  -0.02
C: 2.54 2.30 1.05  -0.60
O: 1.79 2.08 0.12  -0.03
N: 2.37 1.78 2.31  0.02
N: 1.39 0.80 2.45  0.02
H: 4.73 4.31 -0.11  0.08
H: 3.17 3.87 -0.86  0.10
H: 4.48 2.68 -0.81  0.08
H: 3.22 1.72 2.86  0.15
H: 0.86 0.96 3.30  0.09
H: 1.78 -0.13 2.39  0.07
Cl: -0.71 5.93 2.09  0.62
C: -1.13 4.71 0.92  -0.65
C: -2.03 4.99 -0.10  -0.12
C: -2.35 3.99 -0.98  -0.04
C: -1.79 2.72 -0.81  -0.13
N: -0.92 2.47 0.16  0.00
C: -0.58 3.44 1.00  -0.19
H: -2.46 5.98 -0.18  0.10
H: -3.05 4.16 -1.79  0.11
H: -2.05 1.87 -1.43  0.06
H: 0.13 3.20 1.78  0.10
Se: -0.72 1.72 -5.00  0.36
C: 0.05 1.24 -3.45  -0.96
N: 0.51 0.94 -2.42  -0.04
C: -2.54 -2.31 -2.26  -0.10
C: -3.05 -1.22 -1.29  -0.83
C: -4.20 -0.47 -1.98  -0.11
C: -3.59 -1.90 -0.03  -0.10
N: -1.97 -0.35 -0.94  -0.25
H: -3.35 -2.99 -2.55  0.05
H: -1.74 -2.87 -1.78  0.05
H: -2.14 -1.84 -3.16  0.07
H: -5.04 -1.13 -2.26  0.05
H: -3.83 0.03 -2.88  0.06
H: -4.59 0.30 -1.29  0.05
H: -4.44 -2.56 -0.28  0.06
H: -3.94 -1.15 0.68  0.06
H: -2.81 -2.49 0.45  0.06

Net charge: -2
2S+1: 6
LUMO (alpha / beta), eV: 3.9 / 3.9
⟨S²⟩: 8.77

---

[2]
Here is a molecular structure, C18H37Cl8CuN3O6 in a non-equilibrium geometry from the Open Molecules 2025 dataset. Energies are from ωB97M-V/def2-TZVPD.

Each line ends with the Löwdin charge.
CARTESIAN COORDINATES (ANGSTROEM)
Cu: 1.68 -2.09 1.99  0.55
C: 0.85 -0.95 -0.37  -0.98
O: 0.65 -0.51 -1.52  0.04
O: 1.57 -1.90 -0.16  0.09
O: 0.40 -0.54 0.74  0.08
Cl: -0.11 4.93 1.78  0.57
C: -0.31 3.89 0.34  -0.65
C: 0.71 2.79 0.18  -0.56
Cl: 2.52 3.31 0.12  0.48
H: -0.25 4.56 -0.52  0.06
H: -1.35 3.57 0.30  0.07
H: 0.53 2.18 -0.70  0.04
H: 0.66 2.14 1.05  0.03
Cl: 2.71 -6.25 -2.49  0.52
C: 2.48 -4.47 -2.33  -0.61
C: 0.92 -4.19 -2.38  -0.67
Cl: 0.17 -4.81 -3.90  0.51
H: 2.92 -4.03 -3.22  0.04
H: 2.90 -4.01 -1.44  0.07
H: 0.72 -3.13 -2.21  0.03
H: 0.44 -4.70 -1.56  0.01
Cl: -4.32 -2.63 0.41  0.58
C: -3.14 -2.05 -0.78  -0.65
C: -1.84 -2.75 -0.64  -0.63
Cl: -2.11 -4.49 -1.00  0.59
H: -3.07 -1.00 -0.49  0.04
H: -3.54 -1.92 -1.79  0.09
H: -1.25 -2.49 0.23  0.07
H: -1.23 -2.43 -1.48  0.05
Cl: 3.21 1.93 -5.07  0.48
C: 2.01 0.54 -5.20  -0.59
C: 2.38 -0.67 -4.26  -0.60
Cl: 3.97 -1.41 -4.74  0.50
H: 1.81 0.27 -6.24  0.07
H: 1.09 1.05 -4.92  0.03
H: 1.67 -1.48 -4.37  0.06
H: 2.43 -0.40 -3.20  0.05
C: -2.31 1.71 -1.54  -0.37
O: -3.24 1.67 -0.77  0.01
N: -2.05 2.76 -2.35  -0.15
C: -0.75 2.82 -3.09  -0.05
C: -2.94 3.95 -2.52  -0.03
H: -1.53 0.94 -1.64  0.12
H: -0.06 1.99 -2.90  0.07
H: -0.21 3.72 -2.79  0.08
H: -0.83 2.94 -4.17  0.08
H: -3.61 3.96 -1.66  0.08
H: -2.45 4.91 -2.40  0.08
H: -3.39 3.99 -3.51  0.09
C: -1.29 -3.01 3.36  -0.25
O: -0.21 -2.69 2.89  -0.02
N: -2.37 -2.18 3.29  -0.18
C: -3.53 -2.55 4.04  -0.08
C: -2.42 -0.84 2.82  -0.06
H: -1.47 -4.03 3.74  0.15
H: -3.62 -1.92 4.92  0.09
H: -3.51 -3.59 4.37  0.09
H: -4.45 -2.36 3.48  0.08
H: -3.30 -0.67 2.19  0.08
H: -2.44 -0.10 3.62  0.09
H: -1.49 -0.49 2.37  0.08
C: 1.95 0.93 3.34  -0.26
O: 2.19 -0.25 3.07  -0.02
N: 2.83 1.85 3.88  -0.16
C: 2.31 3.18 4.23  -0.05
C: 4.15 1.41 4.33  -0.04
H: 0.95 1.37 3.19  0.14
H: 2.96 3.95 3.83  0.10
H: 2.03 3.25 5.28  0.09
H: 1.41 3.38 3.65  0.03
H: 4.64 0.65 3.72  0.09
H: 4.87 2.22 4.17  0.08
H: 4.28 1.26 5.40  0.09

Energy relative to the best compared isomer or geometry (same formula, charge and spin), eV: 0.000
2S+1: 2
LUMO (alpha / beta), eV: -0.2 / -2.1
⟨S²⟩: 0.76

---

[3]
Here is a gas-phase ion, C3H8N2O (charge +1) in a non-equilibrium geometry from the Open Molecules 2025 dataset. Energies are from ωB97M-V/def2-TZVPD.

Each line ends with the Löwdin charge.
CARTESIAN COORDINATES (ANGSTROEM)
O: 2.18 -0.34 -2.31  0.14
C: 1.23 -0.42 -1.60  -0.22
C: 0.81 0.78 -0.75  -0.11
N: -0.41 0.62 -0.02  0.18
C: -0.34 -0.27 1.22  -0.17
N: -1.64 -0.87 1.55  0.05
H: 0.44 -1.18 -1.73  0.14
H: 1.56 1.29 -0.14  0.19
H: 0.64 1.52 -1.55  0.16
H: -0.65 1.54 0.38  0.18
H: -0.07 0.37 2.06  0.15
H: 0.39 -1.01 0.94  0.13
H: -1.75 -1.68 0.91  0.09
H: -2.37 -0.36 1.04  0.09

Net charge: +1
Energy relative to the best compared isomer or geometry (same formula, charge and spin), eV: 2.463
2S+1: 2
LUMO (alpha / beta), eV: -3.9 / -9.4
⟨S²⟩: 0.75